Record 1
Below is a cluster of 2 separate species, C5H11N2O in total at a distorted geometry, with properties calculated with the ωB97M-V functional and the def2-TZVPD basis.

```
19
Properties=species:S:1:pos:R:3:forces:R:3
C -0.25681 0.79707 1.96890 -1.08 -0.80 -0.82
C -0.94609 0.65120 0.82790 1.66 -0.58 1.13
C 0.50196 2.45902 3.48641 -0.73 -0.49 -1.74
N 0.02369 2.11155 2.34219 0.91 0.19 1.46
H 0.03765 0.05642 2.70433 -0.15 -0.11 -0.28
H -1.04517 1.52649 0.23556 -0.62 0.57 -0.64
H -1.18185 -0.30373 0.39918 -0.38 -0.28 -0.13
H 0.64185 3.48154 3.68673 0.30 1.08 0.31
H 0.71893 1.68204 4.17631 0.15 -0.41 0.66
H -0.15731 2.77215 1.60682 -0.14 0.79 -0.05
C -0.73511 -2.45191 -1.79646 -0.82 0.80 0.29
N 0.54531 -2.22731 -2.28587 -1.40 -0.30 0.59
C 0.83322 -0.90046 -2.73527 -0.02 1.27 -0.37
O -1.56068 -1.59248 -1.40185 2.48 -1.53 -0.86
H -1.00750 -3.52270 -1.77494 0.18 0.23 0.06
H 0.96766 -2.95367 -2.85283 -0.31 -0.16 0.42
H 0.22279 -0.70796 -3.61376 0.10 0.32 -0.31
H 1.88551 -0.71012 -2.97939 -0.26 -0.42 0.19
H 0.51194 -0.16715 -1.99395 0.13 -0.16 0.07
```
Positions in Å, forces in eV/Å.

The lowest unoccupied orbital energy comes out at -5.4 eV. As for the relative energy (zero: lowest compared OMol25 entry of this formula, charge and spin): 2.802 eV. Its charge is +1.

***

Record 2
Below is the ion C3H10ClFP with charge -1, with properties calculated with the ωB97M-V functional and the def2-TZVPD basis.

```
16
Properties=species:S:1:pos:R:3:forces:R:3
C 1.91481 -0.24923 0.37530 0.08 -0.03 0.25
C 1.01948 0.76747 -0.32917 -0.07 0.14 -0.07
C -0.36939 0.80587 0.27739 0.21 -0.25 -0.01
F -0.95081 2.05656 -0.01793 -0.10 0.24 -0.07
P -1.56009 -0.52792 -0.42684 0.07 0.25 -0.06
Cl -1.40496 -1.77609 1.73643 0.05 -0.12 0.25
H 1.74900 -0.21023 1.45640 0.01 0.00 -0.07
H 1.68099 -1.26971 0.06970 -0.01 0.06 0.00
H 2.98063 -0.06137 0.20987 -0.08 -0.01 -0.16
H 0.94408 0.54261 -1.40295 0.01 -0.05 0.07
H 1.43687 1.78043 -0.25665 0.04 -0.12 0.07
H -0.31399 0.73323 1.36457 -0.11 0.01 0.01
H -0.42175 -1.34925 -0.77403 0.03 -0.06 -0.06
H -2.45424 -1.58736 -0.80465 -0.04 -0.04 -0.08
H -2.64336 0.19015 0.20698 -0.01 -0.03 -0.03
H -1.60727 0.15482 -1.68443 -0.08 0.02 -0.03
```
Positions in Å, forces in eV/Å.

The lowest unoccupied orbital energy comes out at 4.1 eV. Its charge is -1.

***

Record 3
Below is a cluster of 11 separate species, C33H70N2O12SSi in total, with properties calculated with the ωB97M-V functional and the def2-TZVPD basis.

```
119
Properties=species:S:1:pos:R:3:forces:R:3
N -1.17971 2.43162 -8.13115 0.02 -0.36 0.26
C -0.88696 2.16663 -6.71247 -0.26 -0.03 -0.17
C -1.79985 1.13214 -6.05427 0.19 -0.06 -0.02
Si -1.37822 0.75330 -4.27104 -0.34 0.30 0.10
S -2.79755 -0.69408 -3.54854 0.40 -0.54 0.22
C -1.54457 2.31927 -3.18311 -0.21 0.21 -0.31
O -1.98831 1.98472 -1.85879 0.18 -0.24 0.11
N -0.96900 2.20245 -0.91918 0.04 0.11 -0.52
O -1.13636 1.53808 0.02001 -0.13 -0.03 0.55
H -2.14753 2.18595 -8.31001 -0.02 0.17 -0.07
H -0.61875 1.79266 -8.68648 0.00 0.19 -0.18
H -0.96502 3.10807 -6.15931 0.18 0.02 0.03
H 0.14010 1.79769 -6.65602 0.07 0.23 0.14
H -2.84928 1.43863 -6.11781 0.00 0.05 -0.01
H -1.71201 0.18269 -6.59368 -0.08 0.00 -0.01
H -0.02170 0.18833 -4.17265 -0.09 -0.18 0.13
H -3.93217 -0.12492 -3.95025 -0.05 0.32 -0.18
H -0.61750 2.88972 -3.11809 0.06 -0.08 -0.02
H -2.30664 2.96782 -3.62512 -0.04 0.05 0.05
C 2.50421 4.03150 -1.64056 -0.11 -0.10 0.04
C 2.50745 2.86700 -2.60072 0.08 0.03 0.04
C 3.70944 2.72657 -3.50548 -0.06 -0.14 -0.06
O 1.59758 2.07283 -2.64214 0.01 -0.01 -0.07
H 1.59118 4.01180 -1.05002 -0.01 -0.01 0.00
H 3.36809 3.97512 -0.97356 0.04 0.06 -0.04
H 2.56185 4.97166 -2.19255 0.08 0.01 0.01
H 4.61096 2.61697 -2.90008 0.04 0.11 -0.02
H 3.82300 3.61203 -4.13359 0.05 0.06 0.08
H 3.59381 1.84791 -4.13628 -0.03 -0.02 0.02
C 7.73643 2.82282 0.00428 -0.04 0.14 0.07
C 6.24711 2.79115 0.24863 0.01 -0.06 0.00
C 5.52959 1.50448 -0.07704 -0.15 0.15 0.04
O 5.65336 3.75288 0.68025 0.01 0.03 -0.09
H 8.13115 3.79911 0.27386 0.00 0.01 0.00
H 8.22997 2.05433 0.60131 0.00 -0.05 -0.06
H 7.94734 2.62432 -1.04791 0.01 -0.08 0.01
H 5.93313 0.67907 0.51077 0.07 -0.02 -0.07
H 5.65718 1.26897 -1.13527 0.06 -0.11 0.03
H 4.47030 1.61451 0.14435 -0.01 -0.02 -0.01
C -3.19074 -0.09618 2.12807 -0.13 -0.19 0.01
C -3.48398 -0.55310 3.53453 0.04 0.04 0.00
C -2.85602 0.24695 4.65245 -0.12 -0.13 0.07
O -4.18647 -1.51088 3.76411 -0.02 0.00 0.01
H -3.69626 -0.74601 1.41821 0.00 0.00 -0.01
H -3.53395 0.92975 1.98481 0.10 0.04 0.01
H -2.11762 -0.12372 1.93800 0.01 0.11 0.01
H -3.19371 1.28380 4.60147 0.10 0.04 -0.02
H -1.76885 0.23525 4.56276 0.00 0.09 -0.05
H -3.14250 -0.17871 5.61110 0.00 0.01 0.01
C 2.54024 -4.12134 -5.18400 0.10 0.13 0.01
C 1.65510 -2.97087 -4.76828 -0.02 -0.04 -0.01
C 0.17174 -3.25524 -4.71394 0.10 0.22 0.06
O 2.10780 -1.88387 -4.49549 0.00 0.01 -0.04
H 3.57949 -3.80133 -5.18343 0.00 0.00 0.01
H 2.42029 -4.94783 -4.48284 -0.04 -0.04 -0.04
H 2.26413 -4.46062 -6.18453 -0.05 -0.06 0.03
H -0.02484 -4.05916 -4.00306 -0.03 -0.08 -0.09
H -0.18144 -3.55659 -5.70173 -0.03 -0.12 0.04
H -0.36353 -2.36324 -4.39957 -0.01 0.00 0.00
C -7.02731 3.01072 6.60456 0.07 0.00 0.13
C -5.63624 3.57344 6.42682 -0.05 -0.01 -0.04
C -5.24168 3.96672 5.02179 0.17 0.03 0.09
O -4.87832 3.70031 7.35794 0.01 0.00 0.00
H -7.19044 2.76709 7.65122 0.00 0.00 0.01
H -7.77155 3.74075 6.28203 -0.01 -0.03 -0.07
H -7.14758 2.11051 5.99927 -0.03 0.04 -0.06
H -5.91560 4.73495 4.63957 -0.06 -0.07 -0.04
H -5.29859 3.09872 4.36209 -0.09 0.03 -0.04
H -4.22510 4.35247 5.02350 0.01 0.00 0.01
C -4.11716 -5.71452 6.69357 0.13 -0.22 -0.09
C -3.60864 -5.98962 5.29952 0.00 0.08 0.02
C -3.62307 -4.82314 4.34124 0.08 -0.19 -0.10
O -3.21262 -7.08371 4.96740 0.00 0.00 0.00
H -4.06099 -6.62027 7.29168 -0.01 0.00 0.02
H -3.51420 -4.93354 7.16109 -0.08 0.07 -0.01
H -5.15142 -5.37658 6.66096 0.01 0.09 0.02
H -3.00886 -4.00959 4.72899 -0.10 0.07 0.03
H -4.63871 -4.44591 4.21797 0.02 0.10 0.06
H -3.23611 -5.13768 3.37486 0.00 0.00 0.00
C 4.39444 6.01419 5.73869 -0.07 -0.11 0.09
C 4.23160 4.74845 4.92696 0.03 0.06 -0.02
C 4.70589 4.79506 3.49514 -0.10 -0.16 0.12
O 3.74580 3.75110 5.40622 0.00 -0.01 0.00
H 4.01855 5.85376 6.74599 0.00 -0.01 0.00
H 5.44761 6.29639 5.78533 -0.01 0.05 -0.06
H 3.84274 6.83195 5.27198 0.07 0.03 -0.04
H 5.77075 5.02942 3.45645 -0.01 0.09 -0.03
H 4.16698 5.56756 2.94426 0.07 0.06 -0.01
H 4.53511 3.83582 3.01739 0.00 0.00 -0.02
C -5.75567 -3.65437 10.37365 0.07 -0.11 -0.07
C -6.77041 -4.25240 9.42806 0.00 0.04 0.03
C -8.15186 -3.64168 9.44051 0.00 -0.11 -0.11
O -6.48943 -5.17243 8.69729 -0.06 0.01 0.06
H -4.80813 -4.17691 10.26992 0.00 -0.01 0.00
H -5.61258 -2.59601 10.14920 -0.05 0.02 0.06
H -6.10587 -3.74057 11.40359 -0.03 0.08 0.00
H -8.09564 -2.58279 9.18268 0.00 0.02 0.08
H -8.59051 -3.72795 10.43598 0.02 0.08 0.02
H -8.78430 -4.15558 8.72125 0.00 0.00 0.00
C 5.71123 -6.88012 -3.29787 -0.04 0.14 0.06
C 4.23466 -6.90433 -2.98072 0.03 -0.05 0.02
C 3.50294 -8.19701 -3.25349 -0.10 0.10 0.05
O 3.66744 -5.93642 -2.53187 -0.01 -0.01 -0.03
H 6.11913 -5.90120 -3.05956 0.00 0.01 0.00
H 6.23250 -7.64179 -2.71579 0.00 -0.05 -0.06
H 5.87008 -7.09172 -4.35675 0.02 -0.08 0.01
H 3.94252 -9.00704 -2.66938 0.05 -0.03 -0.06
H 3.58213 -8.45693 -4.31064 0.06 -0.05 0.01
H 2.45529 -8.08798 -2.98492 0.00 0.00 0.00
C 2.23873 3.49721 -8.46693 -0.15 -0.07 0.02
C 2.29409 2.42704 -9.52962 0.04 0.06 -0.02
C 3.56699 2.33718 -10.33686 -0.09 -0.11 -0.06
O 1.36627 1.67862 -9.73256 0.04 -0.10 0.02
H 1.27242 3.47300 -7.97042 -0.02 0.02 -0.02
H 3.03601 3.33976 -7.73778 0.05 0.05 -0.04
H 2.38022 4.47877 -8.92251 0.09 0.00 0.02
H 4.41401 2.14074 -9.67742 0.02 0.08 0.00
H 3.74871 3.28022 -10.85493 0.05 0.03 0.06
H 3.48275 1.53506 -11.06548 0.00 -0.01 0.00
```
Positions in Å, forces in eV/Å.

The lowest unoccupied orbital energy comes out at 0.4 eV. As for the structure (SMILES): NCC[Si@H](S)CON=O.CC(C)=O.CC(C)=O.CC(C)=O.CC(C)=O.CC(C)=O.CC(C)=O.CC(C)=O.CC(C)=O.CC(C)=O.CC(C)=O.

***

| no. | calculated total energy (eV) | HOMO-LUMO gap (Ha) |
| --- | --- | --- |
| 1 | -10382.8037 | 0.2629 |
| 2 | -27801.7790 | 0.2967 |
| 3 | -81616.7380 | 0.3403 |